Record 1
This record from OMol25 describes a cluster of 3 separate species, C4H15NO2 in total at a distorted geometry. The level of theory is wB97M-V/def2-TZVPD.

Summary:
**Net charge**: 0
**Relative energy (zero: lowest compared OMol25 entry of this formula, charge and spin)**: 44.2 kcal/mol
**Molar mass**: 109.17 g mol⁻¹
**HOMO-LUMO gap**: 8.970 eV
**E**: -366.58065 Eh
**SMILES**: CCCNC.O.O

```
22
Properties=species:S:1:pos:R:3:forces:R:3:mulliken_charge:R:1
O 0.95124 -2.75072 -1.96227 -0.54 0.42 -0.38 -0.6284
O 1.23200 4.88355 -1.34151 -0.01 -0.22 -0.53 -0.6409
N -0.47973 -0.58742 -0.70871 -1.15 0.98 0.69 -0.2292
C -1.43719 -1.06325 -1.67341 0.92 -0.38 -2.07 -0.9753
C -1.01005 -0.40951 0.61943 -0.12 -0.36 1.27 -0.5927
C -0.24456 0.45649 1.67279 0.05 -1.34 -1.12 -0.4386
C 0.86000 -0.33777 2.36448 0.91 -0.30 0.52 -1.0901
H 1.71923 -3.26410 -1.74571 0.57 -0.05 0.33 0.2968
H 0.66795 4.39785 -0.73801 -0.01 0.09 0.22 0.3208
H 1.66244 5.58034 -0.84962 0.01 0.12 0.31 0.3192
H 1.75888 -0.27601 1.74042 0.01 -0.15 0.17 0.2735
H -2.50562 -0.79822 -1.58380 0.62 0.22 0.78 0.3037
H -1.15293 -0.65846 -2.67376 -0.17 -0.37 0.52 0.3302
H -1.07906 -1.42156 1.04290 -0.32 0.05 0.38 0.3178
H -1.01337 0.80902 2.35332 0.20 0.30 0.15 0.3476
H -2.05670 -0.02450 0.62251 0.62 -0.12 -0.62 0.3061
H 0.68546 -1.41085 2.54412 -0.46 0.31 -0.41 0.3082
H 0.92837 -1.92868 -1.43988 0.12 -0.89 0.04 0.2877
H 1.15926 0.00955 3.36746 -0.22 0.39 -0.42 0.3307
H 0.44258 -0.30978 -0.97443 -0.20 0.71 -0.02 0.3966
H -1.33237 -2.15280 -1.75406 -0.54 0.07 -0.10 0.2996
H 0.24417 1.25682 1.11771 -0.32 0.50 0.29 0.1567
```
Positions in Å, forces in eV/Å.


Record 2
This record from OMol25 describes an isolated molecule of CHOPS at a distorted geometry. The level of theory is wB97M-V/def2-TZVPD.

Summary:
**Net charge**: 0
**Relative energy (zero: lowest compared OMol25 entry of this formula, charge and spin)**: 13.4 kcal/mol
**Molar mass**: 92.06 g mol⁻¹
**HOMO-LUMO gap**: 7.173 eV
**E**: -853.42454 Eh
**SMILES**: O=CP=S

```
5
Properties=species:S:1:pos:R:3:forces:R:3:mulliken_charge:R:1
S 1.77661 -1.28758 0.43558 0.12 -0.22 -0.01 -0.1744
P 1.28642 0.52599 0.13842 -1.07 0.10 0.20 0.2252
O -1.56694 0.72422 0.67286 5.24 -2.36 -3.98 -0.4368
C -0.61494 0.28620 -0.11247 -4.56 1.80 1.97 0.1129
H -0.88115 -0.24883 -1.13439 0.26 0.69 1.83 0.2731
```
Positions in Å, forces in eV/Å.


Record 3
This record from OMol25 describes a structure of composition C16H17FN2O2S at a distorted geometry. The level of theory is wB97M-V/def2-TZVPD.

Summary:
**Net charge**: 0
**Relative energy (zero: lowest compared OMol25 entry of this formula, charge and spin)**: 308.9 kcal/mol
**Molar mass**: 320.39 g mol⁻¹
**HOMO-LUMO gap**: 9.243 eV
**E**: -1377.45329 Eh

```
39
Properties=species:S:1:pos:R:3:forces:R:3:mulliken_charge:R:1
S 0.96219 0.91912 1.75636 5.63 -4.63 -1.59 1.3935
F 4.58193 1.23904 -2.97431 0.84 0.13 -0.93 -0.3160
O 1.51899 -0.15918 2.64660 -1.89 2.34 -1.32 -0.7179
O 0.76605 2.23757 2.16167 -0.09 3.18 2.01 -0.7611
N -2.45406 -2.27791 -2.16631 -1.08 1.68 2.81 -0.5715
N -0.34095 0.55917 0.92364 1.37 0.01 -0.75 -0.0570
C -1.02745 -0.95994 -0.87485 -3.04 -8.26 10.87 -0.3499
C -2.26959 -1.25789 -3.20246 -3.73 -7.06 -0.77 -0.3064
C -0.37244 -0.93400 0.41526 1.45 1.81 6.20 0.5397
C 2.13116 2.10023 -0.47956 3.65 -4.15 -2.67 -0.8156
C 2.90516 2.03246 -1.72657 -5.89 6.57 1.93 -0.1951
C -2.00069 -2.05672 -0.85077 0.41 2.77 -11.10 -0.7883
C 3.98195 0.05242 -1.05098 1.98 -3.15 3.80 -0.5995
C 2.36255 0.95045 0.37147 -6.10 5.41 1.77 -0.2525
C -1.31203 -0.43269 -3.09481 3.38 5.19 4.05 -0.8447
C -0.75544 -0.06201 -1.62985 0.70 4.38 -13.29 0.6710
C -1.11366 -1.48472 1.73730 6.83 -6.88 -1.82 -1.4237
C -1.57647 1.39045 1.40033 -1.03 -8.42 -5.14 -0.8467
C 3.85664 1.20141 -1.86660 3.94 -7.18 0.34 0.3903
C 3.19368 -0.04234 0.23043 3.37 2.17 -7.54 -0.2511
C -2.09881 0.53810 2.54216 -9.64 0.93 -8.12 -0.8184
C -2.25065 -1.01630 2.28588 -7.30 6.05 -5.44 -0.4881
H -2.85830 -1.55801 -4.22652 1.67 0.90 2.72 0.2622
H -1.60061 0.60673 3.31847 4.57 1.61 7.77 0.5917
H -1.24588 -2.64478 1.61254 0.47 1.72 0.17 0.4777
H 1.39881 2.82228 -0.35951 -1.29 1.06 0.55 0.5433
H -2.73276 -1.58787 2.98786 -0.77 -1.02 2.01 0.4792
H 0.02576 0.66613 -1.63198 0.17 0.32 0.62 0.3958
H 0.77747 -1.37762 0.44396 -3.05 1.31 -0.17 0.3199
H 4.88236 -0.95304 -1.05229 -2.83 3.74 -0.81 0.1483
H -1.23639 2.29540 1.66998 0.62 3.32 0.36 0.6656
H -0.96706 0.17185 -3.87205 0.28 0.97 -1.22 0.4684
H 2.80785 2.74929 -2.61124 -0.20 -0.65 1.64 0.3188
H 3.29261 -0.76961 0.87888 0.52 -3.71 3.01 0.8640
H -3.09660 -1.10512 1.21363 1.57 0.47 3.11 0.1470
H -2.25808 -2.80310 -0.21839 -0.18 -1.77 2.28 0.5888
H -2.24797 1.16252 0.24124 1.41 1.50 3.98 0.3196
H -3.23485 1.20608 2.46834 2.70 -2.45 1.65 0.3015
H -0.39442 -1.41782 2.58304 0.57 -0.20 -0.94 0.5170
```
Positions in Å, forces in eV/Å.


Record 4
This record from OMol25 describes a structure of composition C22H18BrF3N6O2S2Tl. The level of theory is wB97M-V/def2-TZVPD.

Summary:
**Net charge**: -1
**Relative energy (zero: lowest compared OMol25 entry of this formula, charge and spin)**: 6.6 kcal/mol
**Molar mass**: 803.84 g mol⁻¹
**HOMO-LUMO gap**: 6.587 eV
**E**: -5170.78792 Eh

```
55
Properties=species:S:1:pos:R:3:forces:R:3:mulliken_charge:R:1
Tl 1.28195 0.98978 0.85655 0.27 0.11 -0.02 0.8269
Br -1.38732 2.18049 3.11707 -0.14 -0.04 0.00 -0.1686
S 1.90308 3.52824 -1.02549 -0.09 0.00 0.04 -0.5129
S 1.31422 -2.46551 2.15213 -0.01 -0.16 -0.11 1.1820
F 6.21997 4.90027 -0.83037 0.00 0.01 -0.04 -0.2948
F 5.06275 5.11806 -2.64144 -0.05 0.03 -0.02 -0.2682
F 4.15176 5.46784 -0.71588 -0.04 0.02 0.10 -0.2282
O 1.67624 -1.47912 3.14505 0.02 0.01 0.03 -0.7532
O 2.07460 -3.68951 2.13023 -0.01 -0.11 -0.07 -0.7515
N -4.44531 -3.73727 2.94889 0.05 -0.05 0.12 -0.6041
N 1.28679 -1.68330 0.76785 -0.05 0.33 0.04 -0.4209
N -1.45459 1.94998 0.36617 -0.04 0.05 0.14 -0.0548
N 0.52187 -1.03907 -1.26175 0.08 -0.02 0.03 -0.1316
N 3.28304 1.29690 -0.93336 0.03 -0.02 0.00 -0.2487
N 0.39734 -3.34966 -0.65927 0.05 0.03 -0.02 -0.4507
C -0.18130 -2.64850 -2.86905 0.01 -0.02 0.00 -0.7380
C -2.23504 -4.38724 2.19018 -0.03 0.00 0.00 -0.6516
C 5.58791 0.97395 -1.46242 0.05 0.01 -0.03 -1.0032
C -2.56056 -2.23293 3.21198 -0.02 0.02 0.01 -0.7547
C 5.74285 2.34961 -1.52749 -0.04 0.02 0.04 -0.2508
C -3.08721 -3.44594 2.76743 0.01 -0.01 -0.02 1.1233
C -3.73423 2.75387 -2.51468 0.07 -0.04 0.07 -1.3235
C -3.48517 2.78095 1.28165 -0.03 0.03 0.05 -0.6388
C 3.37001 2.64916 -1.08275 0.11 -0.10 -0.18 0.1915
C -0.88687 -4.11221 2.03079 -0.02 0.04 0.11 -0.3410
C -0.04119 -3.60960 -1.88207 0.01 0.02 0.11 -0.2321
C -0.37801 -2.89505 2.46258 0.01 -0.01 -0.08 -0.3799
C -1.21237 -1.96017 3.05916 0.01 -0.02 -0.02 -0.3703
C -2.18927 2.30526 1.39407 -0.04 0.00 -0.18 0.1865
C -4.00496 2.91172 0.00361 -0.01 0.00 0.06 -0.3053
C 4.33103 0.50845 -1.11967 -0.06 0.01 0.03 -0.0111
C 0.72985 -2.06649 -0.38812 -0.07 -0.17 -0.05 0.4208
C 0.10023 -1.34753 -2.47143 -0.02 0.04 0.02 -0.2057
C -1.95828 2.09600 -0.85565 0.11 -0.08 0.01 -0.4091
C 4.66800 3.19534 -1.31209 -0.01 -0.09 0.16 -0.1080
C 4.98446 4.66263 -1.36227 0.05 -0.03 -0.13 0.7258
C -3.23474 2.58380 -1.10458 -0.05 0.02 -0.08 0.5250
H -4.05181 3.04714 2.16280 0.00 0.00 -0.04 0.3941
H -3.21527 -1.50326 3.67798 0.03 -0.01 0.00 0.2946
H -0.50574 -2.89021 -3.87058 -0.03 0.01 0.02 0.3661
H -3.07596 3.41858 -3.07625 -0.02 0.00 0.00 0.3148
H 6.71556 2.77683 -1.73683 0.00 0.00 0.01 0.4049
H -5.04318 -2.93155 3.02692 -0.01 0.02 -0.04 0.2199
H 6.41597 0.29888 -1.62899 -0.04 0.00 0.00 0.3702
H -0.78621 -1.02550 3.40427 -0.06 -0.01 -0.03 0.5035
H -3.75860 1.79747 -3.04010 -0.02 0.02 0.01 0.3161
H -2.63998 -5.33873 1.86036 0.02 0.02 0.00 0.2605
H -4.73768 3.17800 -2.52475 0.00 -0.01 -0.01 0.3585
H -1.29165 1.81409 -1.66613 -0.03 0.02 0.02 0.4218
H -0.03822 -0.51419 -3.15641 0.03 0.00 0.01 0.4276
H -5.01616 3.28005 -0.12870 0.02 0.02 -0.01 0.3437
H 4.14778 -0.55495 -0.98360 -0.01 0.04 0.03 0.3982
H -0.29776 -4.64810 -2.07968 0.01 0.01 -0.01 0.3893
H -4.81500 -4.43094 2.32052 -0.02 0.02 -0.05 0.2189
H -0.21769 -4.82679 1.57362 -0.01 0.01 -0.02 0.4267
```
Positions in Å, forces in eV/Å.


Record 5
This record from OMol25 describes a structure of composition C32H25NP2S2Sn at a distorted geometry. The level of theory is wB97M-V/def2-TZVPD.

Summary:
**Net charge**: +2
**Molar mass**: 668.35 g mol⁻¹
**HOMO-LUMO gap (spin up / spin down)**: 5.050 / 5.694 eV
**E**: -2981.95367 Eh

```
63
Properties=species:S:1:pos:R:3:forces:R:3:mulliken_charge:R:1
Sn 15.36070 10.91610 4.47026 -0.99 0.06 0.99 0.5870
S 17.69504 10.17735 5.28321 -0.34 0.44 -0.07 -0.3039
S 14.14688 13.04701 5.36270 1.17 0.06 -0.27 -0.3660
P 16.84438 10.28074 7.20706 1.73 -0.77 0.08 1.3428
P 14.19964 12.08402 7.19668 -2.44 1.03 0.79 1.9376
N 12.84976 10.04796 4.23598 -1.16 0.32 -0.50 -0.2900
C 7.51546 10.23660 4.30444 0.62 0.09 -0.11 -0.4038
C 19.13330 13.45348 9.63594 -0.52 0.12 -0.46 -0.5239
C 12.43073 11.73159 7.42238 0.11 -0.18 0.20 0.6098
C 10.27744 10.16047 4.07690 -0.87 -0.08 0.17 0.6699
C 14.88877 14.40491 8.47124 -0.57 -1.35 -0.66 -0.2957
C 14.35396 13.12524 8.67707 1.09 0.59 0.15 0.6188
C 14.00096 13.68346 10.98679 -0.40 1.07 1.09 -0.6309
C 11.69585 10.11159 4.06848 2.13 -0.12 0.77 -0.1384
C 8.23842 11.40977 4.06935 -0.93 0.38 0.10 -0.6501
C 9.60122 11.39814 4.04988 1.54 0.04 -0.09 -0.2329
C 15.83951 6.70034 8.87123 -0.69 0.45 -0.27 -0.6461
C 18.17914 6.70188 8.43002 0.78 0.28 -0.57 -0.7636
C 18.21041 11.23321 9.58279 -0.92 -0.57 0.27 -0.3659
C 14.47090 14.98995 10.77737 -0.14 -0.10 -1.36 -0.4876
C 18.89799 13.55987 8.26368 0.18 -0.22 0.06 -0.5889
C 15.23503 10.77502 6.77468 -0.16 -0.37 -0.39 -1.3583
C 8.17830 9.01383 4.40979 0.15 0.27 -0.42 -0.6583
C 10.25968 12.55418 8.08848 0.41 0.22 -0.42 -0.8261
C 14.87070 15.33721 9.47125 0.67 0.41 1.26 -0.8168
C 18.36975 12.48346 7.55626 -0.33 1.26 -1.33 -0.4147
C 18.13156 7.96172 7.85642 -0.10 -0.48 0.03 -0.4954
C 16.90657 8.59112 7.78478 -0.40 0.58 0.66 0.6461
C 11.94023 10.45651 7.48922 -0.25 -0.88 0.33 -0.3526
C 17.07151 6.08701 8.95951 -0.52 0.29 0.02 -0.4988
C 11.57027 12.79092 7.69436 0.31 0.92 0.21 -0.5998
C 17.90327 11.37056 8.22616 0.00 -0.52 -0.62 0.5819
C 10.64478 10.18212 7.90501 -0.76 1.38 -0.22 -0.8390
C 9.78194 11.25730 8.19581 0.78 -0.45 -0.40 -0.5050
C 9.56152 8.95715 4.22437 -0.04 0.33 0.03 -0.3522
C 15.78630 7.96836 8.29058 -1.98 0.49 0.15 -0.1757
C 13.88895 12.77933 9.96929 0.33 -1.22 -1.39 -0.3497
C 18.74091 12.28703 10.30026 0.54 0.05 0.14 -0.6062
H 8.74394 11.11684 8.43695 -0.15 -0.29 0.23 0.4573
H 11.94011 13.82619 7.64210 -0.26 -0.47 0.05 0.4208
H 19.08665 6.13849 8.39479 0.59 -0.03 0.20 0.4133
H 17.19355 5.14800 9.44189 -0.07 -0.72 0.17 0.4466
H 10.25760 9.18884 7.92828 -0.01 -0.58 0.08 0.5150
H 15.30356 16.29914 9.23653 -0.23 0.25 0.25 0.4345
H 19.60456 14.30242 10.11978 -0.20 -0.21 0.30 0.4276
H 7.58959 8.11768 4.54578 0.16 -0.10 0.07 0.4565
H 13.48432 11.77609 10.15803 0.05 0.50 -0.06 0.4313
H 14.46203 15.75432 11.55323 0.07 -0.39 -0.06 0.4460
H 18.98862 8.44195 7.43745 0.67 0.01 -0.12 0.4352
H 9.62610 13.40874 8.27512 -0.13 -0.04 0.07 0.4681
H 15.23109 14.61338 7.46813 0.19 0.48 0.02 0.4589
H 14.90862 6.21420 9.18684 0.54 0.24 0.07 0.4155
H 7.73638 12.36417 3.89713 -0.03 -0.35 0.32 0.3937
H 14.81937 8.53538 8.22937 0.82 -0.81 0.13 0.1533
H 10.10899 8.01796 4.19692 -0.24 0.10 0.10 0.4639
H 18.83462 12.14398 11.38031 0.32 0.25 -0.42 0.4449
H 12.60150 9.66474 7.22835 0.33 -0.79 -0.09 0.3775
H 18.02078 10.30738 10.11608 -0.35 0.05 -0.10 0.4519
H 18.30605 12.55097 6.43785 -0.18 0.07 1.24 0.2901
H 6.44485 10.29747 4.40148 -0.18 -0.12 -0.05 0.4586
H 19.08054 14.48980 7.73331 0.39 -0.21 0.09 0.4451
H 10.17854 12.33842 4.03665 -0.37 -0.61 -0.26 0.3999
H 13.60760 13.42421 11.97007 0.25 -0.05 -0.21 0.4366
```
Positions in Å, forces in eV/Å.


Question: net charge of number 5 (C32H25NP2S2Sn)?
Answer: +2


Question: What is the formula in the fourth record?
Answer: C22H18BrF3N6O2S2Tl


Question: molar mass of number 2 (CHOPS)?
Answer: 92.06 g mol⁻¹


Question: Which formula does entry 3 have?
Answer: C16H17FN2O2S